[1]
{"formula": "C52H36Cl3GeN7O4Y", "method": "ωB97M-V/def2-TZVPD", "fmax_ev_per_a": 2.49, "s_squared": 0.886, "e_above_lowest_ev": 0.6119, "lumo_ev": [-2.23, -2.85], "molar_mass_g_mol": 1090.8, "spin_multiplicity": 2, "total_energy_ha": -6183.36372, "orbital_gap_ev": [4.820, 4.620], "homo_energy_ev": [-7.05, -7.47], "species": ["Y", "C", "O", "C", "C", "C", "C", "C", "C", "C", "C", "C", "C", "C", "N", "C", "C", "C", "C", "C", "C", "C", "C", "C", "C", "O", "C", "C", "C", "C", "N", "C", "C", "C", "C", "C", "C", "O", "C", "C", "C", "C", "C", "C", "C", "N", "C", "C", "N", "C", "C", "C", "C", "O", "C", "C", "C", "H", "H", "H", "H", "H", "H", "H", "H", "H", "H", "H", "H", "H", "H", "H", "H", "H", "H", "H", "H", "H", "H", "H", "H", "H", "H", "H", "H", "H", "H", "H", "H", "H", "H", "H", "H", "Cl", "Ge", "Cl", "Cl", "N", "C", "C", "C", "N", "C", "N"], "coordinates": [[0.443, 0.204, -0.468], [-0.667, -10.162, -0.634], [-0.069, -9.162, -1.529], [-0.178, -7.834, -1.263], [-0.337, -7.322, 0.034], [-0.357, -5.940, 0.197], [-0.216, -5.082, -0.928], [-0.099, -5.583, -2.229], [-0.074, -6.971, -2.379], [-0.156, -3.601, -0.677], [0.798, -3.145, 0.274], [1.662, -3.998, 1.127], [2.472, -3.097, 1.807], [2.121, -1.777, 1.453], [1.093, -1.817, 0.534], [2.740, -0.545, 1.888], [1.904, 0.515, 2.355], [2.093, 1.241, 3.536], [1.023, 2.122, 3.695], [0.164, 1.918, 2.521], [-1.022, 2.643, 2.168], [-1.543, 3.654, 3.118], [-1.797, 4.989, 2.697], [-2.392, 5.875, 3.566], [-2.742, 5.453, 4.878], [-3.316, 6.430, 5.642], [-3.819, 6.171, 7.003], [-2.435, 4.154, 5.327], [-1.844, 3.275, 4.436], [-1.682, 2.442, 0.887], [-1.517, 1.359, 0.046], [-2.368, 1.512, -1.054], [-2.634, 0.525, -2.072], [-3.458, 0.924, -3.236], [-3.076, 2.118, -3.899], [-3.720, 2.497, -5.046], [-4.833, 1.732, -5.520], [-5.359, 2.250, -6.647], [-6.533, 1.749, -7.350], [-5.274, 0.564, -4.854], [-4.549, 0.161, -3.741], [-2.100, -0.839, -2.049], [-2.566, -1.974, -2.865], [-1.892, -3.096, -2.399], [-0.972, -2.674, -1.401], [-1.097, -1.307, -1.211], [-3.090, 2.749, -0.884], [-2.719, 3.272, 0.359], [0.742, 0.930, 1.722], [4.170, -0.431, 1.838], [4.749, 0.878, 2.034], [6.075, 1.115, 1.725], [6.888, 0.034, 1.299], [8.130, 0.374, 0.877], [8.812, -0.440, -0.103], [6.396, -1.277, 1.299], [5.053, -1.523, 1.523], [-0.423, -11.135, -1.114], [-1.760, -10.019, -0.612], [-0.211, -10.053, 0.345], [-0.392, -7.992, 0.888], [-0.488, -5.479, 1.193], [-0.001, -4.909, -3.077], [0.025, -7.425, -3.361], [1.652, -5.087, 1.275], [3.264, -3.343, 2.530], [2.919, 1.106, 4.206], [0.825, 2.823, 4.500], [-1.528, 5.246, 1.663], [-2.606, 6.904, 3.324], [-4.257, 7.109, 7.345], [-2.973, 5.903, 7.624], [-4.605, 5.407, 6.948], [-2.672, 3.929, 6.374], [-1.643, 2.243, 4.745], [-2.264, 2.684, -3.468], [-3.456, 3.382, -5.610], [-6.547, 2.307, -8.278], [-7.442, 1.914, -6.782], [-6.354, 0.688, -7.569], [-6.136, 0.006, -5.240], [-4.790, -0.750, -3.226], [-3.254, -1.911, -3.683], [-2.062, -4.144, -2.661], [-3.813, 3.156, -1.573], [-3.189, 4.150, 0.806], [4.166, 1.725, 2.408], [6.504, 2.115, 1.756], [9.645, 0.150, -0.493], [8.183, -0.713, -0.938], [9.143, -1.348, 0.371], [7.064, -2.103, 1.074], [4.723, -2.525, 1.523], [3.104, 0.330, -1.260], [2.983, 1.010, -3.518], [4.198, -0.465, -4.621], [0.734, 0.363, -3.263], [1.037, 2.488, -0.927], [1.746, 3.274, -0.478], [2.608, 4.165, 0.134], [2.248, 4.840, 1.340], [1.917, 5.336, 2.347], [3.991, 4.199, -0.152], [5.161, 4.215, -0.243]], "forces_ev_per_a": [[0.5, 0.6, -0.5], [0.4, 0.8, -1.3], [-0.4, -0.8, 0.1], [0.0, 0.3, -0.1], [0.1, 0.2, -0.4], [-0.1, 0.4, -0.6], [-0.3, 0.8, 0.9], [0.1, -1.1, 0.8], [-0.1, -0.1, 0.3], [1.2, 0.9, 0.8], [0.2, -1.0, 0.6], [0.1, 1.5, 0.0], [0.4, -1.4, 0.4], [-1.5, -0.4, -1.9], [0.8, -0.2, 1.0], [0.3, -0.7, 0.0], [-1.8, 0.8, -1.4], [-0.9, 1.7, 1.1], [0.2, -1.0, -1.0], [0.0, 0.0, 0.0], [1.6, -0.9, -0.3], [-0.3, 0.3, -0.1], [0.1, -0.9, 0.0], [-0.2, -0.5, 0.9], [0.3, 0.1, 0.0], [-0.4, -0.1, 0.7], [0.4, 0.0, -1.8], [-0.5, 1.4, 0.2], [0.2, -0.4, -0.4], [-0.7, -0.9, -0.5], [-0.2, 0.5, -0.1], [0.0, 0.0, 0.4], [0.9, -0.6, 0.8], [-0.5, -0.1, -0.4], [-0.3, -0.8, 0.4], [-1.2, -0.6, -0.3], [0.4, 0.0, 0.3], [-0.8, 0.3, -0.7], [1.6, -0.5, 0.7], [0.3, 0.9, -0.7], [1.0, 0.8, 0.5], [0.0, -1.2, -0.4], [1.2, 0.5, 1.2], [-0.8, 0.4, -0.4], [-0.7, 0.3, -0.3], [-1.1, -0.6, -0.2], [0.5, 0.0, 1.3], [-0.8, 0.0, -1.5], [0.7, -0.5, 1.3], [0.4, 0.3, 0.8], [0.6, -0.4, -0.2], [-0.1, -0.7, 0.1], [0.0, 0.7, -0.4], [-0.1, 0.0, -0.3], [-0.2, 0.3, 0.5], [-0.2, 0.0, -0.2], [0.3, 2.1, 0.4], [-0.1, 0.7, 0.5], [0.4, 0.0, 0.2], [-0.1, -0.3, 0.2], [-0.1, 0.2, -0.2], [0.0, -0.5, -0.8], [0.1, -0.2, 0.2], [0.0, 0.0, 0.1], [0.1, 0.9, -0.4], [-0.7, 0.0, -0.4], [0.1, 0.0, 0.2], [0.2, -0.2, -0.3], [-0.1, 0.2, 0.7], [0.0, 0.1, -0.2], [0.2, -0.1, -0.2], [-0.1, -0.2, 0.3], [0.3, 0.0, 0.2], [0.2, -0.3, -0.6], [-0.1, 0.4, -0.1], [0.1, 0.1, -0.3], [0.1, -0.1, 0.1], [-0.1, 0.1, 0.0], [-0.1, -0.1, 0.2], [-0.4, 0.1, 0.0], [0.5, 0.2, 0.3], [-0.4, -0.1, 0.2], [-0.1, -0.2, 0.0], [0.0, 0.7, -0.1], [-0.1, 0.0, 0.1], [0.4, -0.4, -0.1], [0.0, -0.4, -0.5], [-0.1, -0.2, 0.0], [-0.1, -0.1, 0.4], [-0.5, 0.1, -0.2], [0.5, -0.4, 0.1], [-0.1, 0.1, 0.0], [-0.4, -0.7, -0.3], [0.8, -0.6, 0.4], [0.1, 1.5, 0.1], [-0.1, -0.7, 0.0], [-0.6, -0.6, -0.6], [-1.0, -0.4, -0.6], [0.8, 0.9, 0.8], [0.3, 0.6, 0.6], [-1.1, 0.3, 1.2], [0.5, -0.7, -1.5], [2.3, -0.3, -0.2], [-2.1, 0.0, 0.0]], "mulliken_spin": [-0.032, 0.001, 0.003, 0.012, -0.007, 0.018, 0.019, 0.020, -0.006, -0.001, -0.019, 0.010, 0.008, 0.067, 0.077, 0.018, -0.011, 0.000, 0.030, -0.056, -0.029, 0.060, 0.030, -0.009, 0.021, 0.005, 0.000, -0.010, 0.030, 0.028, 0.083, -0.002, 0.019, 0.040, 0.021, -0.011, 0.020, 0.006, 0.001, -0.009, 0.028, 0.006, 0.007, 0.009, 0.032, 0.059, -0.002, 0.008, 0.095, 0.088, 0.058, -0.045, 0.110, 0.029, 0.004, -0.030, 0.079, 0.000, 0.000, 0.000, 0.000, 0.001, 0.001, 0.000, 0.001, 0.000, 0.001, 0.003, 0.001, 0.000, 0.000, 0.000, 0.000, 0.000, 0.000, 0.002, 0.000, 0.000, 0.000, 0.000, 0.000, 0.000, 0.001, 0.001, 0.000, 0.001, 0.007, -0.003, 0.000, -0.002, 0.002, 0.000, 0.002, 0.001, 0.000, 0.000, 0.001, 0.000, 0.002, 0.000, 0.000, 0.000, 0.000, 0.000]}

---

[2]
{"formula": "C52H36CoF9N9P", "method": "ωB97M-V/def2-TZVPD", "fmax_ev_per_a": 3.43, "s_squared": 0.780, "e_above_lowest_ev": 0.8232, "lumo_ev": [-4.26, -4.26], "molar_mass_g_mol": 1047.8, "spin_multiplicity": 2, "charge": 1, "total_energy_ha": -5118.80272, "orbital_gap_ev": [4.259, 4.952], "homo_energy_ev": [-8.52, -9.21], "species": ["Co", "C", "C", "C", "C", "C", "C", "N", "C", "C", "C", "C", "C", "C", "N", "N", "C", "C", "C", "C", "C", "N", "H", "H", "H", "H", "H", "H", "H", "H", "H", "H", "H", "H", "H", "N", "C", "N", "C", "N", "N", "C", "C", "C", "C", "C", "C", "N", "C", "C", "C", "C", "C", "C", "H", "H", "H", "H", "H", "H", "H", "H", "H", "H", "H", "F", "C", "F", "F", "C", "C", "C", "C", "C", "C", "P", "C", "C", "C", "C", "C", "C", "C", "F", "F", "F", "C", "C", "C", "C", "C", "C", "C", "F", "F", "F", "H", "H", "H", "H", "H", "H", "H", "H", "H", "H", "H", "H"], "coordinates": [[0.626, -1.310, 1.496], [5.901, -0.269, 0.662], [5.452, -1.577, 0.712], [4.241, -1.872, 1.306], [3.464, -0.843, 1.837], [3.923, 0.472, 1.799], [5.140, 0.751, 1.207], [2.214, -1.148, 2.391], [2.109, -1.387, 3.715], [3.097, -1.123, 4.669], [2.830, -1.370, 6.002], [1.614, -1.927, 6.391], [0.626, -2.234, 5.461], [0.857, -1.953, 4.118], [0.051, -2.114, 3.040], [-1.115, -2.711, 3.038], [-1.713, -2.606, 1.858], [-2.907, -3.309, 1.580], [-3.397, -3.316, 0.302], [-2.735, -2.577, -0.693], [-1.618, -1.852, -0.344], [-1.100, -1.843, 0.884], [6.841, -0.036, 0.190], [6.052, -2.374, 0.303], [3.891, -2.892, 1.376], [3.325, 1.256, 2.241], [5.498, 1.768, 1.170], [4.042, -0.702, 4.365], [3.575, -1.124, 6.744], [1.441, -2.120, 7.438], [-0.308, -2.675, 5.772], [-3.373, -3.856, 2.384], [-4.281, -3.882, 0.050], [-3.097, -2.554, -1.710], [-1.114, -1.233, -1.073], [1.543, -5.106, -0.151], [1.156, -4.168, 0.734], [1.239, -2.891, 0.515], [1.783, -2.444, -0.697], [1.805, -1.161, -0.942], [1.262, -0.446, 0.005], [1.318, 0.872, 0.071], [0.746, 1.394, 1.244], [0.816, 2.742, 1.649], [0.211, 3.134, 2.813], [-0.509, 2.180, 3.546], [-0.512, 0.870, 3.126], [0.122, 0.457, 2.029], [2.303, -3.394, -1.641], [2.933, -2.992, -2.817], [3.405, -3.944, -3.701], [3.236, -5.295, -3.429], [2.618, -5.710, -2.255], [2.157, -4.762, -1.361], [1.466, -6.087, 0.078], [0.740, -4.521, 1.668], [1.818, 1.457, -0.685], [1.367, 3.435, 1.035], [0.288, 4.147, 3.172], [-1.036, 2.454, 4.443], [-1.044, 0.120, 3.694], [3.031, -1.934, -2.999], [3.900, -3.632, -4.608], [3.590, -6.032, -4.131], [2.498, -6.761, -2.041], [-8.086, 0.944, -2.614], [-7.400, 0.101, -1.837], [-7.507, -1.124, -2.390], [-8.045, 0.045, -0.663], [-5.957, 0.492, -1.675], [-5.299, 1.204, -2.667], [-3.959, 1.516, -2.518], [-3.280, 1.129, -1.371], [-3.952, 0.419, -0.378], [-5.285, 0.091, -0.528], [-1.502, 1.460, -1.042], [-0.782, 1.616, -2.728], [-0.032, 0.519, -3.145], [0.629, 0.524, -4.357], [0.567, 1.652, -5.162], [-0.179, 2.757, -4.763], [-0.858, 2.732, -3.558], [1.348, 1.699, -6.450], [1.909, 0.521, -6.757], [2.357, 2.587, -6.385], [0.595, 2.051, -7.500], [-1.624, 3.184, -0.445], [-0.652, 4.133, -0.745], [-0.591, 5.323, -0.043], [-1.479, 5.551, 0.997], [-2.473, 4.624, 1.292], [-2.547, 3.455, 0.565], [-1.314, 6.733, 1.910], [-2.457, 7.378, 2.161], [-0.853, 6.313, 3.114], [-0.437, 7.636, 1.462], [-5.836, 1.512, -3.549], [-3.449, 2.061, -3.296], [-3.426, 0.124, 0.520], [-5.803, -0.477, 0.230], [0.054, -0.354, -2.514], [1.196, -0.339, -4.671], [-0.224, 3.634, -5.392], [-1.440, 3.592, -3.261], [0.082, 3.937, -1.514], [0.164, 6.057, -0.280], [-3.167, 4.811, 2.098], [-3.312, 2.730, 0.799]], "forces_ev_per_a": [[-1.2, -0.5, -0.3], [0.0, 0.1, -0.1], [0.1, -0.1, 0.0], [0.0, 0.3, 0.1], [0.1, 0.1, 0.0], [0.0, -0.3, -0.1], [0.1, 0.1, 0.0], [1.0, 0.2, 0.3], [-0.2, -0.1, 0.5], [-0.1, 0.0, 0.1], [-0.1, -0.1, -0.2], [-0.4, -0.2, 0.1], [0.2, 0.0, 0.3], [0.9, 0.3, 0.4], [0.0, -0.1, -0.2], [-0.5, -0.5, 1.1], [0.1, 0.2, -0.4], [-0.1, 0.0, -0.2], [0.2, 0.1, 0.2], [0.3, 0.1, -0.1], [-0.4, -0.2, -0.6], [-0.9, -0.4, 0.4], [0.2, 0.0, -0.1], [0.1, -0.1, -0.1], [0.0, -0.1, 0.0], [0.0, 0.0, 0.1], [0.1, 0.1, 0.0], [0.1, 0.0, 0.0], [0.1, 0.0, 0.1], [-0.1, 0.0, 0.1], [-0.1, 0.0, 0.0], [0.0, -0.1, 0.0], [-0.1, 0.0, 0.0], [0.0, 0.1, 0.0], [0.0, -0.1, 0.0], [0.1, 0.3, 0.1], [0.0, -0.4, -0.3], [0.5, -0.2, -0.5], [-0.3, 0.8, 0.5], [1.0, -1.1, -2.1], [-0.3, 3.0, 1.2], [0.9, -3.0, -1.5], [-1.2, 0.9, 2.4], [0.3, -1.1, -0.9], [-0.6, -0.5, 0.9], [0.4, 0.8, -0.4], [-0.1, -0.6, -0.1], [0.5, 1.2, -0.2], [0.0, -0.4, 0.0], [0.0, -0.3, -0.1], [-0.1, 0.4, 0.0], [-0.2, -0.2, 0.5], [0.1, -0.1, -0.3], [0.0, 0.6, 0.1], [-0.1, 0.2, 0.1], [-0.1, 0.1, 0.1], [0.1, 0.1, -0.1], [0.1, 0.1, 0.0], [0.0, 0.1, 0.0], [-0.1, 0.0, 0.2], [0.1, -0.2, 0.0], [0.1, 0.1, -0.1], [0.0, 0.0, -0.1], [0.0, -0.1, 0.0], [0.0, -0.1, 0.0], [0.1, 0.2, -0.2], [-0.2, -0.2, 0.0], [0.1, 0.0, -0.1], [0.1, 0.0, 0.2], [0.0, 0.0, 0.1], [-0.2, 0.0, 0.0], [0.0, -0.1, 0.0], [0.3, -0.2, 0.2], [0.0, 0.1, -0.1], [-0.2, 0.1, -0.1], [-0.7, 0.4, -0.6], [0.1, -0.1, 0.3], [-0.1, 0.1, 0.1], [0.0, 0.1, -0.3], [0.1, -0.1, 0.0], [0.0, -0.1, -0.1], [0.0, 0.0, -0.1], [0.2, 0.1, -0.3], [-0.1, -0.2, 0.1], [0.0, 0.2, 0.2], [-0.2, 0.1, 0.1], [0.3, -0.1, 0.0], [-0.1, -0.1, 0.0], [-0.1, 0.2, 0.2], [0.0, 0.1, 0.0], [0.1, 0.1, -0.1], [0.0, 0.0, -0.1], [0.0, 0.2, 0.2], [-0.2, -0.1, -0.1], [0.1, -0.1, 0.1], [0.1, 0.0, -0.2], [-0.1, 0.0, -0.1], [0.0, 0.0, -0.1], [0.1, -0.1, 0.1], [0.0, 0.0, 0.1], [0.0, 0.0, 0.0], [0.1, 0.0, 0.0], [0.0, 0.1, -0.1], [0.0, 0.1, 0.0], [0.1, 0.0, -0.1], [0.1, 0.1, 0.0], [-0.1, 0.0, 0.1], [-0.1, 0.0, 0.1]], "mulliken_spin": [-0.049, -0.001, 0.003, -0.002, -0.012, 0.002, 0.001, 0.068, 0.071, -0.074, 0.127, -0.038, 0.123, -0.018, 0.329, 0.232, -0.008, 0.033, 0.020, 0.067, 0.002, 0.130, 0.000, 0.000, 0.000, -0.001, 0.000, -0.010, 0.008, 0.002, 0.003, 0.000, 0.000, 0.004, -0.006, 0.001, -0.010, 0.026, -0.008, 0.002, 0.004, 0.006, -0.015, 0.000, -0.004, -0.012, -0.002, 0.000, 0.003, -0.002, 0.000, 0.000, 0.001, 0.000, 0.000, 0.000, -0.001, 0.001, 0.000, 0.000, 0.006, 0.000, 0.000, 0.000, 0.000, 0.000, 0.000, 0.000, 0.000, 0.001, -0.001, 0.000, -0.007, 0.013, -0.005, -0.002, 0.001, -0.001, 0.000, -0.001, 0.001, -0.001, 0.000, 0.000, 0.000, 0.000, -0.004, 0.000, 0.001, 0.000, 0.000, 0.000, 0.000, 0.000, 0.000, 0.000, 0.000, 0.000, -0.001, 0.002, 0.001, 0.000, 0.000, 0.000, 0.000, 0.000, 0.000, 0.000]}